Record 1
DFT (wB97M-V/def2-TZVPD) results for 2 unconnected molecules or ions with the total composition C4H14NO in a non-equilibrium geometry.

Bonds (Å) are listed after each position.
Positions of all 20 atoms, in Å:
1 C 0.729 -0.924 -1.225  C2 1.596, H6 1.140, H7 1.102, H8 1.118
2 C -0.574 -0.102 -0.809  C1 1.596, N3 1.581, C5 1.446, H9 1.114
3 N -0.272 1.024 0.259  C2 1.581, C4 1.524, H10 1.073, H11 1.058
4 C 0.939 1.903 -0.029  N3 1.524, H12 1.085, H13 1.097, H14 1.161
5 C -1.592 -1.047 -0.407  C2 1.446, H15 1.131, H16 1.161, H17 1.128
6 H 0.991 -1.617 -0.358  C1 1.140
7 H 0.346 -1.573 -2.029  C1 1.102
8 H 1.540 -0.250 -1.597  C1 1.118
9 H -0.763 0.443 -1.762  C2 1.114
10 H -0.416 0.589 1.229  N3 1.073
11 H -1.158 1.602 0.224  N3 1.058
12 H 1.703 1.312 0.465  C4 1.085
13 H 1.004 2.912 0.397  C4 1.097
14 H 1.008 1.996 -1.185  C4 1.161
15 H -1.463 -1.469 0.635  C5 1.131
16 H -2.625 -0.523 -0.335  C5 1.161
17 H -1.760 -1.960 -1.047  C5 1.128
18 H 0.451 -1.497 2.762  O20 1.024
19 H 1.395 -0.246 2.489  O20 0.951
20 O 0.518 -0.575 2.323  H18 1.024, H19 0.951

Calculated values
Energy above the lowest of the compared OMol25 structures with the same formula, charge and spin: 1.438 eV
2S+1: 1
LUMO level: -3.03 eV
Energy: -290.5224 Eh
Total charge: +1
HOMO-LUMO gap: 12.450 eV
E_HOMO: -15.48 eV

These are the natural (NBO) partial charges, in e, on atoms 1 to 5: -0.63 -0.04 -0.56 -0.42 -0.68

Record 2
DFT (wB97M-V/def2-TZVPD) results for 2 unconnected molecules or ions with the total composition C4H14NO in a non-equilibrium geometry.

Bonds (Å) are listed after each position.
Positions of all 20 atoms, in Å:
1 C 0.761 -0.597 -2.224  C2 1.537, H6 1.083, H7 1.098, H8 1.090
2 C 0.868 -0.179 -0.749  C1 1.537, N3 1.529, H9 1.086, H10 1.087
3 N -0.449 0.403 -0.234  C2 1.529, C4 1.505, H11 1.035, H12 1.017
4 C -0.292 1.592 0.675  N3 1.505, C5 1.507, H13 1.095, H14 1.088
5 C 0.266 1.127 1.996  C4 1.507, H15 1.098, H16 1.079, H17 1.092
6 H 1.632 -0.238 -2.759  C1 1.083
7 H -0.062 -0.071 -2.726  C1 1.098
8 H 0.656 -1.673 -2.363  C1 1.090
9 H 1.076 -1.017 -0.090  C2 1.086
10 H 1.591 0.625 -0.633  C2 1.087
11 H -0.946 -0.347 0.276  N3 1.035
12 H -1.006 0.584 -1.066  N3 1.017
13 H -1.284 2.031 0.823  C4 1.095
14 H 0.390 2.273 0.170  C4 1.088
15 H 1.103 0.425 1.886  C5 1.098
16 H 0.626 1.935 2.612  C5 1.079
17 H -0.471 0.540 2.549  C5 1.092
18 H -1.579 -2.578 -0.171  O20 0.961
19 H -1.575 -2.691 1.388  O20 0.964
20 O -1.304 -2.144 0.642  H18 0.961, H19 0.964

Calculated values
Energy above the lowest of the compared OMol25 structures with the same formula, charge and spin: 0.352 eV
2S+1: 1
LUMO level: -2.94 eV
Energy: -290.5623 Eh
Total charge: +1
HOMO-LUMO gap: 13.370 eV
E_HOMO: -16.31 eV

These are the natural (NBO) partial charges, in e, on atoms 1 to 5: -0.64 -0.22 -0.52 -0.21 -0.64

Record 3
DFT (wB97M-V/def2-TZVPD) results for 2 unconnected molecules or ions with the total composition C4H14NO in a non-equilibrium geometry.

Bonds (Å) are listed after each position.
Positions of all 20 atoms, in Å:
1 C -0.044 -0.206 1.568  C2 1.508, N5 1.629, H6 1.112, H7 1.062
2 C -0.733 -0.974 0.468  C1 1.508, C3 1.521, H8 1.122, H9 1.095
3 C -1.789 -0.269 -0.370  C2 1.521, C4 1.559, H10 1.121, H11 1.126
4 C -1.242 0.814 -1.350  C3 1.559, H12 1.102, H13 1.094, H14 1.130
5 N 1.016 0.862 0.943  C1 1.629, H15 1.056, H16 1.084, H17 1.011
6 H -0.758 0.483 2.070  C1 1.112
7 H 0.584 -0.809 2.176  C1 1.062
8 H -0.159 -1.398 -0.398  C2 1.122
9 H -1.337 -1.757 0.939  C2 1.095
10 H -2.356 -1.003 -0.998  C3 1.121
11 H -2.605 0.206 0.243  C3 1.126
12 H -0.838 1.783 -1.015  C4 1.102
13 H -2.007 1.143 -2.060  C4 1.094
14 H -0.391 0.471 -2.009  C4 1.130
15 H 0.288 1.419 0.417  N5 1.056
16 H 1.749 0.507 0.228  N5 1.084
17 H 1.499 1.305 1.713  N5 1.011
18 H 2.580 -1.513 -0.969  O20 0.982
19 H 3.685 -0.406 -1.022  O20 0.975
20 O 2.857 -0.659 -0.573  H18 0.982, H19 0.975

Calculated values
Energy above the lowest of the compared OMol25 structures with the same formula, charge and spin: 1.086 eV
2S+1: 1
LUMO level: -3.08 eV
Energy: -290.5353 Eh
Total charge: +1
HOMO-LUMO gap: 12.273 eV
E_HOMO: -15.36 eV

These are the natural (NBO) partial charges, in e, on atoms 1 to 5: -0.18 -0.47 -0.41 -0.65 -0.75

Record 4
DFT (wB97M-V/def2-TZVPD) results for 3 unconnected molecules or ions with the total composition C4H14NO2 in a non-equilibrium geometry.

Bonds (Å) are listed after each position.
Positions of all 21 atoms, in Å:
1 C -2.400 0.299 -1.108  C2 1.536, H6 1.089, H7 1.084, H8 1.067
2 C -1.818 1.102 0.065  C1 1.536, C3 1.510, H9 1.101, H10 1.099
3 C -0.971 0.383 1.088  C2 1.510, N5 1.457, H11 1.081, H12 1.102
4 C 0.286 -1.392 -0.204  N5 1.372, H13 1.086, H14 1.081
5 N 0.221 -0.217 0.501  C3 1.457, C4 1.372, H15 1.009
6 H -2.750 1.010 -1.855  C1 1.089
7 H -1.702 -0.382 -1.581  C1 1.084
8 H -3.253 -0.165 -0.665  C1 1.067
9 H -1.316 2.031 -0.249  C2 1.101
10 H -2.653 1.602 0.575  C2 1.099
11 H -0.622 0.995 1.907  C3 1.081
12 H -1.580 -0.439 1.497  C3 1.102
13 H -0.349 -2.218 0.101  C4 1.086
14 H 0.742 -1.389 -1.185  C4 1.081
15 H 1.074 0.234 0.794  N5 1.009
16 H 2.697 0.037 2.728  O18 0.947
17 H 2.402 1.498 2.991  O18 0.959
18 O 2.164 0.759 2.427  H16 0.947, H17 0.959
19 H 3.523 -0.567 -2.838  O21 0.969
20 H 3.362 -2.007 -2.628  O21 0.967
21 O 2.942 -1.177 -2.361  H19 0.969, H20 0.967

Calculated values
Energy above the lowest of the compared OMol25 structures with the same formula, charge and spin: 0.296 eV
2S+1: 2
LUMO level (spin up / spin down): 0.68 / 0.67 eV
Energy: -365.9422 Eh
HOMO-LUMO gap (spin up / spin down): 6.617 / 9.046 eV
E_HOMO (spin up / spin down): -5.94 / -8.37 eV

These are the natural (NBO) partial charges, in e, on atoms 1 to 5: -0.61 -0.40 -0.21 -0.26 -0.64

Record 5
DFT (wB97M-V/def2-TZVPD) results for 2 unconnected molecules or ions with the total composition C4H14NO2 in a non-equilibrium geometry.

Bonds (Å) are listed after each position.
Positions of all 21 atoms, in Å:
1 C -0.405 -0.174 -1.532  O2 1.439, C3 1.545, H7 1.089, H8 1.080
2 O -0.588 -1.538 -1.953  C1 1.439, H9 0.959
3 C 0.632 -0.213 -0.388  C1 1.545, C4 1.524, N6 1.523, H10 1.090
4 C 0.718 1.168 0.250  C3 1.524, C5 1.500, H11 1.127, H12 1.063
5 C 1.849 1.300 1.226  C4 1.500, H13 1.099, H14 1.084, H15 1.110
6 N 0.076 -1.245 0.585  C3 1.523, H16 1.023, H17 1.034, H18 1.024
7 H 0.022 0.446 -2.319  C1 1.089
8 H -1.392 0.133 -1.219  C1 1.080
9 H -0.150 -1.707 -2.788  O2 0.959
10 H 1.561 -0.649 -0.756  C3 1.090
11 H 0.867 1.879 -0.611  C4 1.127
12 H -0.221 1.601 0.498  C4 1.063
13 H 2.859 1.268 0.795  C5 1.099
14 H 1.921 2.141 1.905  C5 1.084
15 H 1.873 0.380 1.845  C5 1.110
16 H 0.792 -1.912 0.881  N6 1.023
17 H -0.455 -1.945 0.040  N6 1.034
18 H -0.438 -0.752 1.321  N6 1.024
19 H -1.712 1.566 1.603  O21 0.981
20 H -2.596 0.536 2.041  O21 0.966
21 O -1.920 0.640 1.358  H19 0.981, H20 0.966

Calculated values
Energy above the lowest of the compared OMol25 structures with the same formula, charge and spin: 1.396 eV
2S+1: 1
LUMO level: -3.03 eV
Energy: -365.7794 Eh
Total charge: +1
HOMO-LUMO gap: 11.826 eV
E_HOMO: -14.85 eV

These are the natural (NBO) partial charges, in e, on atoms 1 to 5: -0.09 -0.75 -0.05 -0.45 -0.63

Record 6
DFT (wB97M-V/def2-TZVPD) results for 2 unconnected molecules or ions with the total composition C4H14NO2 in a non-equilibrium geometry.

Bonds (Å) are listed after each position.
Positions of all 21 atoms, in Å:
1 O -0.101 -2.034 -0.644  C2 1.468, H7 0.955
2 C -1.381 -1.314 -0.632  O1 1.468, C3 1.526, H8 1.091, H9 1.086
3 C -1.098 -0.001 0.091  C2 1.526, N4 1.504, C6 1.540, H10 1.085
4 N 0.214 0.561 -0.380  C3 1.504, C5 1.521, H11 1.025, H12 1.024
5 C 0.932 1.468 0.608  N4 1.521, H13 1.079, H14 1.084, H15 1.087
6 C -2.248 0.980 -0.204  C3 1.540, H16 1.091, H17 1.087, H18 1.090
7 H -0.167 -2.660 -1.362  O1 0.955
8 H -2.056 -1.889 0.005  C2 1.091
9 H -1.777 -1.243 -1.641  C2 1.086
10 H -0.946 -0.134 1.157  C3 1.085
11 H 0.820 -0.240 -0.580  N4 1.025
12 H 0.123 1.103 -1.245  N4 1.024
13 H 1.985 1.421 0.372  C5 1.079
14 H 0.642 1.126 1.595  C5 1.084
15 H 0.531 2.470 0.477  C5 1.087
16 H -2.140 1.907 0.361  C6 1.091
17 H -2.300 1.215 -1.264  C6 1.087
18 H -3.132 0.461 0.165  C6 1.090
19 H 3.699 -1.744 1.148  O21 0.960
20 H 4.636 -0.610 1.151  O21 0.960
21 O 3.765 -0.844 0.821  H19 0.960, H20 0.960

Calculated values
Energy above the lowest of the compared OMol25 structures with the same formula, charge and spin: 1.037 eV
2S+1: 1
LUMO level: -2.80 eV
Energy: -365.7926 Eh
Total charge: +1
HOMO-LUMO gap: 11.941 eV
E_HOMO: -14.74 eV

These are the natural (NBO) partial charges, in e, on atoms 1 to 5: -0.74 -0.10 -0.06 -0.51 -0.40